{
  "formula": "C8H17N3S",
  "method": "ωB97M-V/def2-TZVPD",
  "molar_mass_da": 187.3,
  "e_lumo_ev": [-9.24, -9.24],
  "e_homo_ha": [-0.6548, -0.6548],
  "orbital_gap_ev": [8.58, 8.58],
  "max_force_ha_per_bohr": 0.119,
  "de_lowest_kj_mol": 290.4,
  "total_charge": 2,
  "symbols": ["S", "N", "N", "N", "C", "C", "C", "C", "C", "C", "C", "C", "H", "H", "H", "H", "H", "H", "H", "H", "H", "H", "H", "H", "H", "H", "H", "H", "H"],
  "positions_angstrom": [[2.29367, 0.75183, 0.81020], [1.29928, -0.87926, 2.00095], [-0.17608, -0.23043, 0.36165], [2.23949, -1.82910, -1.05050], [3.45990, 1.03475, -0.46747], [-1.02656, -0.80417, -0.66853], [-0.94420, 1.05572, 0.97061], [0.16488, -1.16365, 1.51434], [2.87186, -2.27526, -1.91616], [1.06062, 0.24442, -0.16077], [-2.22160, 0.69166, 1.67406], [-1.85692, 0.02199, -1.68102], [1.04855, 0.44251, -1.15430], [-2.78062, -0.15033, 1.15843], [-1.80379, -0.55967, -2.45882], [-0.48964, -2.08086, 1.67495], [1.65742, -1.38136, 2.78994], [-0.19032, 1.43290, 1.54726], [4.08528, 1.89931, -0.21974], [-1.04590, 1.77005, 0.04423], [-1.67440, -1.28548, 0.01576], [-2.14790, 0.42262, 2.67991], [-0.35490, -1.41017, -1.19176], [4.10081, 0.15616, -0.45393], [-1.34967, 0.99905, -1.85407], [3.45539, -2.72536, -2.68176], [-2.97938, 1.47662, 1.82631], [3.09107, 0.97976, -1.50088], [-2.89462, 0.13989, -1.38264]],
  "forces_ev_per_angstrom": [[-0.594, 0.428, -1.663], [-3.433, -1.064, 0.345], [0.762, 2.195, 1.321], [1.058, -0.989, -1.800], [1.103, -0.033, -1.034], [-1.457, -0.095, -0.047], [-1.381, 0.554, -2.838], [1.964, -0.977, 0.515], [-1.348, 0.769, 1.939], [0.605, 1.092, 3.321], [-1.800, -0.817, -1.444], [1.249, 3.409, 4.918], [0.161, 0.449, -2.895], [0.563, 1.103, 0.503], [0.018, -2.716, -4.793], [0.493, 1.526, -0.150], [0.024, -0.712, 0.541], [1.537, 1.267, 1.938], [-0.289, -0.029, -0.246], [-0.052, -1.513, 1.836], [-1.073, -1.616, -0.404], [1.021, -0.928, 1.651], [0.482, -1.662, -0.782], [0.357, -0.150, 0.416], [-0.678, -0.606, -0.344], [0.256, -0.178, -0.358], [0.557, 0.346, -0.998], [-0.213, 0.686, 0.402], [0.108, 0.263, 0.151]]
}

***

{
  "formula": "C5H7N",
  "method": "ωB97M-V/def2-TZVPD",
  "molar_mass_da": 81.1,
  "e_lumo_ev": 1.13,
  "e_homo_ha": -0.3607,
  "orbital_gap_ev": 10.95,
  "max_force_ha_per_bohr": 0.007,
  "de_lowest_kj_mol": 206.9,
  "total_charge": 0,
  "symbols": ["N", "C", "C", "C", "C", "C", "H", "H", "H", "H", "H", "H", "H"],
  "positions_angstrom": [[0.63324, 0.85511, 2.02469], [0.27604, -0.63169, -0.82682], [0.78407, 1.24331, 0.81259], [-0.25786, 0.39408, 0.12339], [-0.46386, -0.05476, 1.60182], [-0.14489, -0.81225, -2.07462], [-1.09801, 0.94622, -0.31434], [1.08762, -1.24821, -0.43614], [-0.25334, -1.10888, 1.81132], [1.50777, 1.97501, 0.44706], [0.30107, -1.56416, -2.71976], [-1.42375, 0.21957, 2.05044], [-0.94809, -0.21336, -2.49964]],
  "forces_ev_per_angstrom": [[0.011, 0.132, -0.357], [-0.032, -0.020, -0.129], [0.166, 0.099, 0.166], [-0.055, -0.008, -0.079], [-0.219, -0.247, 0.148], [0.037, 0.018, 0.107], [0.144, -0.078, 0.062], [-0.107, 0.059, -0.069], [-0.013, 0.156, -0.039], [-0.090, -0.090, 0.066], [-0.068, 0.097, 0.116], [0.117, -0.055, -0.086], [0.109, -0.064, 0.095]]
}

***

{
  "formula": "C20H38F16O7S5",
  "method": "ωB97M-V/def2-TZVPD",
  "molar_mass_da": 854.8,
  "e_lumo_ev": 0.18,
  "e_homo_ha": -0.2994,
  "orbital_gap_ev": 8.32,
  "max_force_ha_per_bohr": 0.089,
  "total_charge": 0,
  "symbols": ["S", "S", "S", "S", "S", "F", "F", "F", "F", "F", "F", "F", "F", "F", "F", "F", "F", "F", "F", "F", "F", "O", "O", "O", "O", "O", "O", "O", "C", "C", "C", "C", "C", "C", "C", "C", "C", "C", "C", "C", "C", "C", "C", "C", "C", "C", "C", "C", "H", "H", "H", "H", "H", "H", "H", "H", "H", "H", "H", "H", "H", "H", "H", "H", "H", "H", "H", "H", "H", "H", "H", "H", "H", "H", "H", "H", "H", "H", "H", "H", "H", "H", "H", "H", "H", "H"],
  "positions_angstrom": [[-2.18174, -24.90784, 8.97453], [-2.21056, -28.67535, 12.78258], [-7.56120, -29.66858, 11.12145], [2.32571, -31.56610, 13.45935], [-4.07436, -29.25966, 8.07484], [3.25472, -28.49465, 9.05420], [2.21145, -28.04962, 12.43669], [0.64171, -22.87982, 12.35993], [-0.35938, -24.76380, 12.72512], [2.21589, -26.72131, 14.95991], [4.08242, -27.35673, 11.71175], [3.25571, -25.04720, 15.86342], [2.54961, -24.90707, 11.85673], [1.78888, -24.07052, 10.09708], [4.11254, -27.86971, 16.78585], [7.26177, -23.45840, 13.40673], [7.63283, -24.65636, 16.86687], [8.47144, -22.60625, 14.86308], [5.00926, -27.99068, 14.85222], [5.97981, -23.22992, 16.08442], [1.43343, -28.90086, 9.99457], [-3.06471, -27.46774, 12.41296], [-2.27998, -23.57490, 9.61935], [1.05665, -26.10561, 10.67377], [-7.90999, -29.68850, 9.63129], [2.10378, -30.84485, 12.13806], [6.15411, -25.34215, 15.29589], [-5.60854, -29.64108, 8.08820], [-2.90089, -24.69765, 7.31286], [2.08935, -30.26328, 14.70568], [-1.42459, -29.32663, 11.23508], [3.06414, -28.17830, 11.46216], [4.53369, -27.13227, 15.76190], [5.67774, -26.25655, 16.30024], [-0.70758, -27.72957, 13.44072], [-6.41035, -31.10094, 11.28557], [1.43715, -24.79946, 11.10438], [2.01578, -26.68451, 9.68488], [4.14820, -31.70928, 13.72615], [-3.30256, -30.99117, 7.80579], [3.43407, -26.15385, 15.10521], [2.44746, -28.08747, 10.07258], [7.77685, -23.74444, 14.59733], [0.26956, -23.99774, 11.76043], [-3.64389, -25.70922, 9.76910], [-6.20907, -28.41737, 11.27303], [6.87227, -24.21592, 15.78084], [-3.67101, -28.72786, 6.37692], [-5.69176, -28.57348, 10.32639], [4.70882, -30.85426, 13.34835], [-6.67340, -27.44047, 11.13825], [8.52515, -24.48782, 14.32248], [2.87725, -26.04139, 9.50494], [-2.67635, -23.65664, 7.08055], [-5.54367, -28.43882, 12.13609], [6.48258, -26.90062, 16.65452], [-2.58861, -28.66075, 6.26745], [3.77745, -25.89898, 14.10260], [-2.05461, -29.80923, 10.48790], [2.40453, -29.29225, 14.32376], [4.42282, -31.89118, 14.76518], [-0.02579, -28.33917, 14.03373], [-2.22301, -31.08079, 7.92686], [4.61145, -32.51299, 13.15383], [-0.58077, -29.97297, 11.47657], [5.37023, -25.86620, 17.27037], [1.48477, -26.72778, 8.73396], [-3.61323, -26.74044, 9.41732], [-3.59935, -31.47239, 6.87388], [-5.75311, -30.83597, 12.11378], [-0.45240, -23.89404, 10.95041], [-3.96830, -24.91214, 7.36534], [-3.99381, -29.38099, 5.56617], [-2.42206, -25.25141, 6.50529], [-1.07968, -26.95437, 14.11058], [-0.14561, -27.29145, 12.61590], [-6.93221, -32.05648, 11.33784], [3.57331, -29.14116, 11.50392], [-4.55590, -25.27761, 9.35673], [2.71882, -30.44664, 15.57645], [-4.08200, -27.73845, 6.17631], [-0.88535, -28.58795, 10.64207], [-3.74305, -31.50491, 8.66028], [-5.95697, -30.95346, 10.30538], [1.04229, -30.10949, 14.96665], [-3.61018, -25.61516, 10.85451]],
  "forces_ev_per_angstrom": [[-1.586, -0.470, 0.826], [0.893, 2.409, -0.829], [0.107, -0.248, -1.505], [0.565, 1.341, -0.662], [-2.713, -3.078, -2.006], [1.143, 0.109, 0.520], [-1.718, 0.426, 0.928], [0.587, 0.436, -0.338], [0.536, 0.163, -0.382], [0.065, -0.518, 0.340], [0.856, 2.067, -0.468], [0.366, -0.320, 0.045], [0.137, -0.048, 0.831], [0.700, 1.559, -2.528], [-0.864, -0.313, 0.662], [-2.387, -0.269, -0.468], [-0.994, 1.598, -1.383], [-0.133, 0.065, 1.478], [-0.129, -0.323, -0.952], [1.208, -0.834, 0.679], [-2.019, -1.454, 0.588], [0.191, -1.537, 0.049], [0.868, 0.980, -0.028], [1.135, 1.092, -0.195], [-0.008, 0.232, 2.237], [0.245, -1.082, 1.056], [0.444, 0.926, 1.031], [3.739, 1.286, 0.126], [0.159, 0.119, -0.156], [0.296, 0.458, 0.251], [0.981, 0.329, -0.255], [2.384, -3.008, -0.868], [0.316, 2.613, -0.168], [0.467, -0.584, 0.572], [-0.092, -0.954, -0.044], [-0.461, 1.281, -0.379], [-0.570, -2.092, 1.239], [-1.078, 1.165, 0.282], [0.526, -0.123, -0.424], [-0.198, 0.633, 1.149], [0.368, -0.882, -0.173], [0.060, 2.646, -0.665], [2.728, 0.026, -0.548], [-1.150, -2.607, 0.279], [0.427, -0.584, -1.250], [-0.558, -0.046, -1.003], [-1.426, -1.468, -1.116], [0.287, 0.623, -0.285], [0.372, -0.169, 0.113], [-0.507, 0.559, 0.225], [-0.160, -0.006, 0.398], [-0.009, -0.612, 0.947], [0.046, -0.065, 0.442], [-0.373, 0.130, 0.188], [-0.257, -0.174, 0.005], [0.208, -0.404, -0.650], [0.169, 0.070, 0.327], [0.192, 0.268, 0.076], [-0.623, -0.193, 0.708], [0.241, -0.258, -0.450], [-0.387, 0.115, 0.085], [-0.104, -0.317, -0.170], [0.099, 0.531, -0.076], [-0.683, -0.411, -0.123], [-0.249, -0.505, 0.509], [-0.490, 1.001, -0.435], [-0.093, -0.221, 0.052], [-0.116, -0.290, 0.490], [-0.332, 0.467, 0.040], [0.088, -0.590, -0.020], [-0.168, 0.838, 0.068], [0.092, 0.265, -0.233], [-0.427, -0.349, 0.505], [0.061, -0.469, 0.338], [-0.395, -0.094, -0.307], [-0.353, -0.035, -0.036], [0.038, 0.247, 0.231], [-0.684, -0.612, 0.055], [0.145, 0.360, 0.104], [-0.340, -0.272, 0.152], [-0.104, 0.013, 0.250], [-0.384, 0.862, 0.404], [-0.105, -0.232, -0.167], [0.502, -0.465, 0.041], [0.007, -0.584, 0.057], [0.384, -0.144, -0.234]]
}

***

What is the formula in the third record?
C20H38F16O7S5